1.
Entry from the Open Molecules 2025 dataset: a cluster of 4 separate species, C3H14O5 in total (ωB97M-V with the def2-TZVPD basis set).

Structure (XYZ):
```
22
Properties=species:S:1:pos:R:3
H 0.4488 3.2403 0.3667
O -1.0287 2.0305 -0.2289
H -1.7750 -0.9021 -2.0635
C 0.2906 -0.1086 0.8322
H 0.5404 -0.9012 0.1388
O 2.5587 -0.7608 -2.0875
H -0.7710 0.0348 0.5412
C 0.0058 2.3166 0.6873
H -2.0506 0.4635 -2.8247
H 1.8136 -1.2370 -1.6784
O 0.4853 -0.7106 2.0896
H 2.3020 -0.1651 -2.6074
C 1.0692 1.1191 0.6598
O -1.6382 -3.0614 0.8362
O -1.3405 -0.0723 -2.2858
H -1.9682 -2.6667 1.6968
H -0.3854 2.5186 1.6585
H -1.5975 1.3583 0.1670
H 0.1550 -0.1391 2.8324
H 1.7076 1.0255 1.6638
H 1.7143 1.0410 -0.3139
H -0.6208 -3.0362 0.7573
```

SMILES: OCCCO.O.O.O
frontier orbital gap: 10.5 eV
total charge: 0
relative energy (zero: lowest compared OMol25 entry of this formula, charge and spin): 3.0106 eV

=====

2.
Entry from the Open Molecules 2025 dataset: a cluster of 5 separate species, C3H14O5 in total (ωB97M-V with the def2-TZVPD basis set).

Structure (XYZ):
```
22
Properties=species:S:1:pos:R:3
H 0.4141 2.0597 -0.6206
H 0.1032 3.3065 0.7881
H -1.4875 -2.0723 -2.1689
H 2.0438 0.4339 1.8524
O -1.7907 -1.4898 0.9433
H 2.8769 -1.9607 -1.4791
C 0.5736 2.3958 0.4136
O -1.1192 1.2102 1.6511
H 0.7039 0.2950 -2.5575
H 0.6433 -0.4672 2.5914
C 0.1645 1.2873 1.3067
O -0.2069 0.5572 -2.6844
H 1.6488 2.5854 0.4521
C 0.9680 0.3505 1.9596
H -2.1912 -1.8192 1.7451
O -0.8010 -2.0244 -1.4989
H 1.5998 -1.2530 -0.9601
O 2.5650 -1.2010 -0.9867
H -0.7644 0.0152 -2.1216
H -1.2253 -2.0393 -0.6321
H -1.4529 -0.6017 1.0433
H -1.5539 1.8599 1.0591
```

spin multiplicity: 2
frontier orbital gap (alpha / beta): 9.8 / 6.0 eV
total charge: +1
relative energy (zero: lowest compared OMol25 entry of this formula, charge and spin): 1.3813 eV

=====

3.
Entry from the Open Molecules 2025 dataset: a cluster of 6 separate species, C3H14O8 in total (ωB97M-V with the def2-TZVPD basis set).

Structure (XYZ):
```
25
Properties=species:S:1:pos:R:3
O -0.0141 3.0078 -1.4084
H -0.0484 2.2266 0.5330
O -0.5674 2.0401 1.3325
H -1.7491 -0.3020 3.5090
O -0.8928 -0.3585 3.0683
O -1.5510 4.1528 3.0455
H 1.4005 -2.5886 -3.8646
H -0.9675 -3.0620 -3.5775
O 1.8554 -1.0957 3.1346
H -0.3410 1.1347 1.5762
O -0.6714 -1.4909 -2.3787
H 0.4915 2.1907 -1.5515
C 0.4103 -0.9474 -1.8169
H -1.4187 3.3312 2.5383
H 0.4779 3.6858 -1.8846
H -2.1280 4.6895 2.4937
H 1.5356 -3.7895 -2.5333
O 0.5043 0.1436 -1.3720
H 2.3661 -0.2937 2.9817
H -0.7967 -3.5205 -1.9101
H 0.9394 -0.7892 3.2633
H -1.0665 -0.8525 2.2551
C 1.1266 -2.8259 -2.8355
C -0.3654 -2.8818 -2.6823
O 1.4705 -1.8047 -1.9160
```

SMILES: O=C1OCCO1.O.O.O.O.O
frontier orbital gap: 10.5 eV
total charge: 0

=====

4.
Entry from the Open Molecules 2025 dataset: a cluster of 4 separate species, C3H15N2O2 in total (ωB97M-V with the def2-TZVPD basis set).

Structure (XYZ):
```
22
Properties=species:S:1:pos:R:3
H -3.0762 -0.5355 1.8992
N 2.8330 0.3001 0.2758
H 0.4382 3.3300 -1.6088
N 1.0635 2.5083 -1.6857
H -2.7914 -1.4686 0.7633
H -5.8290 -0.4516 -0.2272
H 1.7820 2.6847 -0.9638
C 1.1676 -1.4875 -0.6354
H -0.1566 0.1428 0.2352
H 3.3823 0.7193 0.9781
H -5.3442 0.9650 -0.2203
C 1.8051 -0.6255 0.9068
H 2.2122 -1.5981 1.2125
H 1.6636 0.0335 1.7654
H 3.5530 -0.2599 -0.2514
O -2.4069 -0.9019 1.3363
H 1.6061 -2.5647 -0.5829
O -5.0266 0.0579 -0.2840
H 1.5641 2.5066 -2.5726
H 1.1927 -0.9997 -1.6877
H -0.0561 -1.5395 1.0002
C 0.4238 -0.8154 0.3471
```

spin multiplicity: 2
frontier orbital gap (alpha / beta): 6.8 / 2.5 eV
total charge: +2
relative energy (zero: lowest compared OMol25 entry of this formula, charge and spin): 4.6527 eV

=====

5.
Entry from the Open Molecules 2025 dataset: a cluster of 3 separate species, C3H15N2O3 in total (ωB97M-V with the def2-TZVPD basis set).

Structure (XYZ):
```
23
Properties=species:S:1:pos:R:3
H -0.6700 1.2573 -0.7141
H -4.7582 -2.2262 -0.2910
C 2.0193 1.4553 -1.3171
H -0.8644 1.4869 2.1138
O 3.2470 0.7928 -1.3494
H -1.0020 -3.5543 -0.0025
H 1.4997 -0.5387 1.3829
C 1.3968 1.1665 0.0676
O -1.1151 -2.6344 -0.2844
H 1.3572 1.1440 -2.1423
H -0.1832 2.5838 0.2036
H -2.0403 -2.3879 -0.4334
H 1.9272 1.8065 0.7505
H -5.3435 -2.4830 1.0236
O -4.4738 -2.3115 0.6315
H 0.8473 -0.8333 -0.0960
N 1.5683 -0.2973 0.3973
N -0.6632 0.8445 1.3664
H -1.3115 0.1217 1.1157
H 4.0867 1.1956 -1.1513
C -0.0902 1.4816 0.1796
H 2.4581 -0.6233 0.0022
H 2.1079 2.5534 -1.4532
```

frontier orbital gap: 10.5 eV
total charge: +1
relative energy (zero: lowest compared OMol25 entry of this formula, charge and spin): 1.2873 eV

=====

6.
Entry from the Open Molecules 2025 dataset: a cluster of 4 separate species, C3H15NO3 in total (ωB97M-V with the def2-TZVPD basis set).

Structure (XYZ):
```
22
Properties=species:S:1:pos:R:3
H -1.2435 1.2145 -0.6001
H 5.7403 -4.4007 -2.5821
H -0.5650 -0.5311 0.8668
O 1.7097 0.3755 0.5821
N -0.9938 1.6761 0.2672
H 0.9188 0.8151 0.2449
H -1.6222 -1.2344 2.0124
H -2.1007 -0.9798 0.2901
C -1.8888 0.9616 1.2240
H -0.8646 3.5745 -0.6752
H -2.9420 1.1213 0.9738
H 0.2169 -2.9749 -1.6580
H -1.6392 1.3781 2.2011
O -0.1971 -2.2403 -1.1874
C -1.4582 3.0596 0.0780
C -1.6140 -0.5573 1.1677
H 0.4938 -1.5915 -1.0830
H 1.9306 0.9647 1.3360
O 4.9899 -4.1213 -2.0357
H 5.0302 -3.1521 -2.1080
H -1.4359 3.5673 1.0382
H -2.4653 3.0750 -0.3530
```

SMILES: CCNC.O.O.O
frontier orbital gap: 10.4 eV
total charge: 0
relative energy (zero: lowest compared OMol25 entry of this formula, charge and spin): 1.3630 eV

=====

Values of F_max, in order: 11.385, 1.934, 2.117, 4.996, 1.939, 2.307, all in eV/A.